1.
Computed, not measured: a structure of composition C47H50LuN4O6P3S in a non-equilibrium geometry, with ωB97M-V with the def2-TZVPD basis set.

Positions of all 112 atoms, in Å:
Lu -0.2467 1.0028 0.4654
N 2.1435 -0.6417 1.2161
C 3.2037 0.1028 1.9064
C 2.7219 1.5155 2.2384
N 2.0472 2.1806 1.1108
C 2.9175 2.9742 0.2208
C 4.1677 2.2435 -0.2534
N 3.9500 1.0228 -1.0200
H 1.3589 -0.7404 1.8729
H 2.4737 -1.5685 0.9689
H 4.0853 0.1186 1.2686
H 3.4910 -0.3724 2.8544
H 3.5664 2.1076 2.6150
H 1.9812 1.4386 3.0345
H 1.3779 2.8419 1.4987
H 3.2529 3.8828 0.7421
H 2.3127 3.2819 -0.6355
H 4.7967 2.0223 0.6152
H 4.7483 2.9396 -0.8645
H 3.9740 1.2219 -2.0104
H 3.0391 0.6215 -0.8100
O -2.3020 1.7336 0.9108
S -2.0015 2.8427 -0.0472
O -2.8655 3.9759 0.0118
O -1.9915 2.1486 -1.3761
O -0.5483 3.1558 0.2513
O -1.1327 -0.7838 -0.5987
P -1.3152 -1.1233 -2.0547
C -1.6807 0.2993 -3.1214
P -0.3392 1.5208 -2.8886
O 0.5188 1.2575 -1.6585
C -0.7025 3.2087 -3.3864
C -1.6244 3.4723 -4.3916
C -1.8442 4.7777 -4.7982
C -1.1438 5.8175 -4.2037
C -0.2312 5.5502 -3.1951
C -0.0098 4.2465 -2.7800
C 0.7477 1.0553 -4.3086
C 2.1082 0.9199 -4.0783
C 2.9869 0.6248 -5.1102
C 2.5117 0.4711 -6.4016
C 1.1545 0.6193 -6.6534
C 0.2833 0.9091 -5.6159
C 0.1870 -1.8419 -2.7359
C 1.3307 -1.8262 -1.9455
C 2.5395 -2.2680 -2.4618
C 2.6075 -2.7232 -3.7689
C 1.4678 -2.7450 -4.5619
C 0.2605 -2.3048 -4.0479
C -2.6880 -2.2615 -2.2296
C -3.2482 -2.5870 -3.4641
C -4.3087 -3.4744 -3.5303
C -4.8165 -4.0348 -2.3653
C -4.2725 -3.7004 -1.1354
C -3.2120 -2.8098 -1.0632
H -2.6507 0.7065 -2.8437
H -1.6834 -0.0652 -4.1478
H -2.1892 2.6705 -4.8493
H -2.5709 4.9846 -5.5720
H -1.3220 6.8368 -4.5164
H 0.2986 6.3609 -2.7142
H 0.6645 4.0394 -1.9606
H 2.4580 1.0351 -3.0651
H 4.0433 0.5118 -4.9040
H 3.1924 0.2410 -7.2105
H 0.7739 0.5138 -7.6608
H -0.7650 1.0424 -5.8531
H 1.2826 -1.4372 -0.9364
H 3.4300 -2.2321 -1.8481
H 3.5527 -3.0553 -4.1771
H 1.5232 -3.0938 -5.5838
H -0.6157 -2.3159 -4.6816
H -2.8747 -2.1431 -4.3774
H -4.7446 -3.7233 -4.4881
H -5.6479 -4.7244 -2.4191
H -4.6776 -4.1222 -0.2259
H -2.7987 -2.5236 -0.1059
N -0.2067 0.2674 2.5091
P -0.5758 -0.5351 3.7600
C -1.2795 -2.1964 3.4527
C -1.9647 -2.9236 4.4227
C -2.4062 -4.2107 4.1573
C -2.1604 -4.7891 2.9196
C -1.4852 -4.0700 1.9446
C -1.0552 -2.7765 2.2085
C 0.8758 -0.9090 4.8112
C 1.4608 0.1330 5.5312
C 2.6700 -0.0482 6.1809
C 3.3171 -1.2763 6.1146
C 2.7459 -2.3186 5.4023
C 1.5304 -2.1358 4.7548
C -1.7481 0.2749 4.8846
C -1.8242 0.0151 6.2511
C -2.7606 0.6714 7.0353
C -3.6238 1.5917 6.4563
C -3.5460 1.8604 5.0972
C -2.6089 1.2069 4.3104
H -2.1631 -2.4836 5.3909
H -2.9413 -4.7644 4.9177
H -2.4974 -5.7972 2.7163
H -1.2956 -4.5155 0.9756
H -0.5520 -2.1988 1.4409
H 0.9626 1.0943 5.5782
H 3.1103 0.7673 6.7392
H 4.2631 -1.4188 6.6204
H 3.2441 -3.2783 5.3512
H 1.0904 -2.9572 4.2025
H -1.1383 -0.6872 6.7102
H -2.8123 0.4712 8.0976
H -4.3524 2.1065 7.0693
H -4.2113 2.5849 4.6466
H -2.5286 1.4203 3.2497

Calculated values
Kohn-Sham gap   7.98 eV
Calculated total energy   -140126.9885 eV
Highest occupied orbital energy   -7.8 eV

2.
Computed, not measured: a structure of composition C47H51BCl5F4NO2SbTeTi in a non-equilibrium geometry, with ωB97M-V with the def2-TZVPD basis set.

Positions of all 114 atoms, in Å:
Ti -0.7267 0.2720 1.2758
Cl 1.3345 -1.5456 2.9483
C 1.3742 -1.9222 1.2575
C 0.6156 -1.0702 0.4576
C 0.5957 -1.3753 -0.8986
Cl -0.4251 -0.3799 -1.8974
C 1.3056 -2.4324 -1.4561
Cl 1.2757 -2.7293 -3.1511
C 2.0435 -3.2634 -0.6138
Cl 2.9283 -4.5893 -1.2666
C 2.0695 -3.0131 0.7623
Cl 2.9346 -4.0686 1.8100
C -1.2469 -2.1121 7.5636
C -1.4212 -1.3363 6.2820
C -1.3722 0.0538 6.2844
C -1.4741 0.7648 5.0943
C -1.4096 2.2618 5.0319
O -2.4008 2.9318 4.8409
C -0.0619 2.8841 5.1671
C 1.0798 2.1566 5.4999
C 2.3055 2.7951 5.5975
C 2.4065 4.1586 5.3642
C 1.2777 4.8874 5.0118
C 0.0532 4.2536 4.9221
C -1.6181 0.1042 3.8719
O -1.6174 0.8066 2.7518
C -1.7441 -1.3211 3.8572
C -1.6176 -1.9978 5.0798
C -2.0073 -1.9880 2.6037
N -1.7751 -1.3175 1.4399
C -2.5764 -1.6010 0.2706
C -3.1943 -0.2699 -0.1734
Te -3.9973 -0.4363 -2.1782
C -4.6585 -2.4513 -1.9478
C -4.3272 -3.4110 -2.8968
C -4.6929 -4.7360 -2.7112
C -5.3753 -5.1180 -1.5658
C -5.7253 -4.1612 -0.6244
C -5.3820 -2.8330 -0.8216
C -2.4893 -3.3671 2.5323
C -1.9597 -4.2287 1.5548
C -2.4146 -5.5269 1.4240
C -3.4156 -6.0055 2.2615
C -3.9532 -5.1658 3.2292
C -3.4996 -3.8652 3.3675
H -1.1503 -1.4362 8.4128
H -0.3516 -2.7349 7.5123
H -2.1001 -2.7688 7.7443
H -1.2533 0.5916 7.2190
H 1.0149 1.0908 5.6710
H 3.1902 2.2219 5.8446
H 3.3668 4.6523 5.4450
H 1.3564 5.9453 4.7966
H -0.8416 4.7922 4.6403
H -1.6607 -3.0807 5.0795
H -1.9812 -2.0277 -0.5452
H -3.3652 -2.3133 0.4974
H -2.4121 0.5116 -0.1985
H -3.9627 0.0508 0.5274
H -3.7837 -3.1230 -3.7883
H -4.4243 -5.4790 -3.4515
H -5.6364 -6.1567 -1.4108
H -6.2618 -4.4554 0.2686
H -5.6768 -2.0926 -0.0878
H -1.1647 -3.8639 0.9140
H -1.9864 -6.1728 0.6672
H -3.7639 -7.0263 2.1671
H -4.7464 -5.5326 3.8701
H -3.9428 -3.2104 4.1072
F 1.2289 3.6137 1.1626
B 0.6174 2.4086 1.0550
F 0.8632 1.5638 2.1780
F -0.7935 2.5039 0.8915
F 1.0449 1.6327 -0.0519
C 1.4961 4.4510 -4.1695
C 0.7804 3.1949 -3.6877
C -0.2562 2.7498 -4.7155
C 0.0526 3.5006 -2.3820
Sb 2.1686 1.4591 -3.2765
C 2.7552 0.8584 -5.3873
C 3.0495 2.0012 -6.3499
C 1.5986 0.0148 -5.9202
C 3.9770 -0.0442 -5.2469
C 4.0561 2.4583 -2.5323
C 4.8328 3.2736 -3.5587
C 4.9270 1.3110 -2.0202
C 3.6683 3.3340 -1.3437
H 0.7639 5.2427 -4.3746
H 2.0633 4.2737 -5.0841
H 2.1728 4.8315 -3.4044
H -1.0515 3.5015 -4.7852
H -0.7173 1.8018 -4.4256
H 0.1785 2.6366 -5.7095
H -0.6094 4.3650 -2.5165
H 0.7406 3.7376 -1.5735
H -0.5617 2.6567 -2.0636
H 2.1616 2.6109 -6.5220
H 3.3709 1.6046 -7.3225
H 3.8429 2.6479 -5.9775
H 0.6958 0.6082 -6.0651
H 1.3635 -0.7959 -5.2285
H 1.8664 -0.4336 -6.8852
H 4.8638 0.5198 -4.9540
H 4.1985 -0.5434 -6.1983
H 3.8012 -0.8211 -4.4978
H 5.1901 2.6446 -4.3751
H 5.7124 3.7238 -3.0805
H 4.2317 4.0824 -3.9749
H 5.2650 0.6653 -2.8322
H 4.3707 0.6971 -1.3079
H 5.8103 1.7094 -1.5072
H 2.8686 4.0333 -1.5843
H 4.5292 3.9193 -0.9990
H 3.3291 2.7213 -0.5110

Calculated values
Kohn-Sham gap (alpha / beta)   5.04 / 7.56 eV
Net charge   -1
2S+1   3
Calculated total energy   -166264.8391 eV
Highest occupied orbital energy (alpha / beta)   -3.0 / -5.5 eV

Q: Among the records above, which one has the highest calculated total energy?
A: C47H50LuN4O6P3S

Q: Which value of calculated total energy does entry 1 give?
A: -140126.9885 eV